Here is a structure of composition C14H26N6O6Zn in a non-equilibrium geometry from the Open Molecules 2025 dataset. Energies are from ωB97M-V/def2-TZVPD.

The highest occupied orbital energy (spin up / spin down) is -0.25621 / -0.25595 hartree. The value obtained for the molar mass is 439.8 g/mol.

The geometry in ORCA input format:
```
! RIJCOSX wB97M-V def2-TZVPD def2/J DEFGRID3
* xyz 0 1
O 0.363 2.470 -3.327
H 0.266 2.854 -4.211
Zn -0.165 0.034 -1.154
N 0.206 1.933 -0.370
N 1.974 0.128 -0.636
N -2.114 -0.490 -0.640
N -0.031 -1.952 -0.434
O -0.618 2.673 0.205
O -3.107 0.332 -0.485
O 1.076 -2.644 -0.135
O 2.837 -0.808 -0.373
C 2.469 1.388 -0.675
C 1.491 2.394 -0.554
C -2.349 -1.793 -0.364
C -1.174 -2.607 -0.238
C 1.710 3.853 -0.604
H 1.299 4.243 -1.545
H 2.772 4.095 -0.564
H 1.184 4.334 0.229
C 3.938 1.621 -0.764
H 4.345 1.162 -1.673
H 4.453 1.180 0.096
H 4.161 2.692 -0.793
C -3.717 -2.313 -0.094
C -1.250 -4.039 0.187
H -4.460 -1.589 -0.448
H -3.855 -2.472 0.988
H -3.858 -3.281 -0.597
H -0.243 -4.405 0.428
H -1.672 -4.661 -0.619
H -1.901 -4.155 1.067
H -2.457 1.362 -1.490
H 1.828 -1.931 -0.262
C 0.230 -0.122 -3.116
H 0.554 0.810 -3.572
H -0.694 -0.487 -3.591
H 1.034 -0.870 -3.193
O -1.982 1.815 -2.269
H -0.562 2.272 -2.999
H -2.671 1.916 -2.945
N 2.083 -1.060 2.422
C 0.865 -0.632 2.795
C 0.442 -0.782 4.152
C -0.829 -0.342 4.510
C -1.622 0.239 3.516
C -1.105 0.356 2.220
N 0.091 -0.094 1.839
H 2.424 -0.943 1.461
H 2.700 -1.452 3.117
H 1.146 -1.242 4.838
H -1.184 -0.447 5.530
H -2.625 0.617 3.693
H -1.696 0.837 1.444
*
```

Here is a cluster of 2 separate species, C14H26N6OS in total in a non-equilibrium geometry from the Open Molecules 2025 dataset. Energies are from ωB97M-V/def2-TZVPD.

As for the expectation value of S²: 0.755. The highest occupied orbital energy (spin up / spin down) is -0.42132 / -0.44629 hartree. The value obtained for the molar mass is 326.5 g/mol. As for the energy relative to the best compared isomer or geometry (same formula, charge and spin): 7.461 eV.

The geometry in ORCA input format:
```
! RIJCOSX wB97M-V def2-TZVPD def2/J DEFGRID3
* xyz 1 2
C -2.980 -4.923 3.496
C -4.343 -4.128 2.945
N -4.338 -2.784 3.675
C -3.521 -1.733 3.238
N -3.476 -0.390 3.995
C -2.439 0.318 3.151
N -2.083 1.713 3.641
C -1.072 1.492 4.584
S -0.077 1.050 5.931
N -1.933 -0.490 1.973
N -2.575 -1.718 2.018
H -2.167 -4.748 2.672
H -2.599 -4.383 4.489
H -3.180 -6.044 3.765
H -5.292 -4.780 3.186
H -4.329 -4.008 1.760
H -4.955 -2.670 4.534
H -1.231 -0.080 1.319
H -2.411 -2.494 1.317
C 1.285 3.491 -2.493
C 1.430 2.399 -1.396
C 2.902 2.251 -0.917
C 3.798 1.465 -1.858
C 3.171 0.116 -2.193
C 1.738 0.257 -2.766
N 0.843 1.114 -1.903
O 0.484 0.346 -0.781
C 1.848 0.829 -4.208
C 1.144 -1.171 -2.998
C 0.646 3.032 -0.190
H 1.444 3.150 -3.510
H 0.277 3.920 -2.491
H 1.989 4.312 -2.327
H 2.919 1.745 0.059
H 3.346 3.240 -0.744
H 3.994 2.045 -2.765
H 4.773 1.303 -1.381
H 3.817 -0.409 -2.908
H 3.158 -0.504 -1.287
H 0.861 1.088 -4.608
H 2.289 0.092 -4.891
H 2.498 1.696 -4.283
H 1.129 -1.777 -2.086
H 1.741 -1.734 -3.726
H 0.122 -1.112 -3.390
H -0.425 3.125 -0.411
H 1.023 4.039 0.028
H 0.753 2.454 0.735
*
```